This record from the OMol25 dataset describes one molecule with the formula C2H7Cl3Si2. The level of theory is the ωB97M-V functional and the def2-TZVPD basis.

The total energy is -55514.246 eV. The HOMO energy comes out at -0.359 Eh. As for the gap between HOMO and LUMO: 10.3 eV.

Atoms and positions in Å:
C1 0.62456 0.08670 -2.43087
Si1 0.32487 -1.08926 -0.93082
Cl1 1.82388 -0.57097 0.41324
Si2 -1.65295 -0.51206 0.07046
C2 -1.72992 -1.60253 1.57249
Cl2 -1.95652 1.40274 0.71575
Cl3 -3.15058 -0.88107 -1.14235
H1 0.78171 1.04298 -1.87463
H2 1.71026 -0.06071 -2.72629
H3 -0.18872 0.10784 -3.28970
H4 0.42568 -2.56337 -1.04187
H5 -2.58996 -1.28603 2.26477
H6 -2.06292 -2.64362 1.17088
H7 -0.84979 -1.85443 2.11201

This record from the OMol25 dataset describes one molecule with the formula C2H7ClN2. The level of theory is the ωB97M-V functional and the def2-TZVPD basis.

The total energy is -17688.448 eV. The HOMO energy comes out at -0.349 Eh. As for the gap between HOMO and LUMO: 10.5 eV.

Atoms and positions in Å:
C1 1.01609 0.62974 -0.55567
C2 -0.35702 0.80676 0.07818
N1 -1.27498 -0.16301 -0.48250
N2 -0.88895 -1.52292 -0.06007
Cl1 -2.93802 0.21580 0.08901
H1 0.92250 0.61815 -1.63800
H2 1.65695 1.45748 -0.26100
H3 1.46624 -0.30512 -0.23487
H4 -0.28558 0.72328 1.17214
H5 -0.75655 1.79107 -0.17372
H6 -0.95584 -1.62893 0.95116
H7 -1.51087 -2.16925 -0.52871

This record from the OMol25 dataset describes a 2-piece molecular cluster, C2H7ClN3 overall. The level of theory is the ωB97M-V functional and the def2-TZVPD basis.

Its total charge is +1. The total energy is -19173.464 eV. The HOMO energy comes out at -0.539 Eh. As for the gap between HOMO and LUMO: 11.2 eV.

Atoms and positions in Å:
C1 0.28375 -1.24192 -1.43026
C2 0.01588 1.74702 1.80196
N1 0.60148 -2.04466 -0.42123
N2 -0.70909 1.65301 0.73712
N3 -0.63763 -0.32638 -1.31579
Cl1 1.52244 1.04595 1.93028
H1 0.78679 -1.32097 -2.39526
H2 -0.15066 2.56688 2.52957
H3 1.38657 -2.73527 -0.43203
H4 0.29868 -1.77441 0.58286
H5 -0.71249 0.23139 -2.10258
H6 -1.58980 2.18791 0.97903
H7 -1.09593 0.01145 -0.46367

This record from the OMol25 dataset describes an isolated ion of composition C2H7FN and charge +1. The level of theory is the ωB97M-V functional and the def2-TZVPD basis.

Its total charge is +1. The total energy is -6386.810 eV. The HOMO energy comes out at -0.618 Eh. As for the gap between HOMO and LUMO: 12.8 eV.

Atoms and positions in Å:
N1 -1.16984 0.49553 -0.08251
C1 -0.21684 -0.47993 0.52865
C2 1.23251 -0.16353 -0.26882
F1 0.97063 -0.35693 -1.58800
H1 -2.19169 0.36444 0.24780
H2 -0.92521 0.44599 -0.99594
H3 -1.02090 1.40040 0.33565
H4 -0.40124 -1.48224 0.48212
H5 0.09139 -0.12791 1.60016
H6 1.92682 -0.95585 0.03168
H7 1.70438 0.86003 -0.29078

This record from the OMol25 dataset describes a 2-piece molecular cluster, C2H7FNS overall. The level of theory is the ωB97M-V functional and the def2-TZVPD basis.

Its total charge is +1. The total energy is -17220.078 eV. The HOMO energy (spin up / spin down) comes out at -0.513 / -0.513 Eh. As for the gap between HOMO and LUMO (spin up / spin down): 7.9 / 7.9 eV.

Atoms and positions in Å:
C1 -1.17854 0.06316 0.45450
C2 -0.20344 -1.01500 0.43508
N1 -1.46292 0.71423 -0.68452
F1 0.10118 -1.50120 -0.72626
S1 2.59079 -0.12497 0.21390
H1 -1.96361 -0.66640 0.73250
H2 -1.26848 0.52022 1.54973
H3 -0.08519 -1.58313 1.31155
H4 -2.24903 1.35772 -0.62606
H5 -1.14242 0.33455 -1.60254
H6 3.15188 -1.27099 -0.04995
H7 3.65291 -0.28591 1.12170

This record from the OMol25 dataset describes an isolated ion of composition C2H7IN and charge +1. The level of theory is the ωB97M-V functional and the def2-TZVPD basis.

Its total charge is +1. The total energy is -11770.365 eV. The HOMO energy comes out at -0.523 Eh. As for the gap between HOMO and LUMO: 9.8 eV.

Atoms and positions in Å:
C1 0.35173 1.20200 0.01836
C2 -0.47144 0.10702 -0.39756
N1 0.29450 -1.28200 0.14970
I1 -2.57989 0.05707 0.33575
H1 1.42283 1.04437 -0.12175
H2 -0.10526 2.10276 -0.56314
H3 0.33408 1.28758 1.17524
H4 -0.52101 -0.05978 -1.49132
H5 -0.26638 -2.16150 -0.04272
H6 1.29747 -1.32909 -0.23722
H7 0.24338 -0.96843 1.17468

The evaluated relative energy (zero: lowest compared OMol25 entry of this formula, charge and spin) for the records listed, in turn: 4.8; 0.0; 14.2; 5.3; 61.6; 11.8 kcal per mole.